# 1
The following is a quantum chemistry calculation of a cluster of 2 separate species, C4H8N2 in total in a non-equilibrium geometry, from the Open Molecules 2025 dataset.

Structure (ORCA input):
```
! RIJCOSX wB97M-V def2-TZVPD def2/J DEFGRID3
* xyz 0 1
C -0.393 -0.223 1.909
N -0.093 0.507 0.685
C -0.456 -0.027 -0.501
C -0.139 0.708 -1.776
C 1.072 -1.412 -0.587
N 2.193 -1.271 -0.262
H -1.436 -0.556 1.903
H -0.241 0.447 2.757
H 0.268 -1.097 2.004
H 0.880 0.777 0.633
H -1.454 -0.478 -0.477
H -0.206 -0.007 -2.595
H -0.865 1.512 -1.955
H 0.871 1.120 -1.739
*
```

Summary:
* LUMO: 0.3078 eV
* energy above the lowest of the compared OMol25 structures with the same formula, charge and spin: 2.178 eV
* Kohn-Sham gap: 10.11 eV

=====

# 2
The following is a quantum chemistry calculation of a cluster of 2 separate species, C5H8N2 in total, from the Open Molecules 2025 dataset.

Structure (ORCA input):
```
! RIJCOSX wB97M-V def2-TZVPD def2/J DEFGRID3
* xyz 0 1
C 2.809 -0.755 -0.268
N 1.094 0.045 0.620
C 0.770 1.290 0.139
C -0.552 1.251 -0.181
C -0.975 -0.075 0.160
C -2.345 -0.657 0.017
N 0.017 -0.785 0.650
H 2.701 -0.138 -1.180
H 2.260 -1.685 -0.505
H 1.942 -0.184 1.156
H 1.520 2.064 0.055
H -1.150 2.044 -0.606
H -2.683 -0.611 -1.023
H -3.066 -0.102 0.627
H -2.340 -1.700 0.341
*
```

Summary:
* LUMO: 0.1889 eV
* energy above the lowest of the compared OMol25 structures with the same formula, charge and spin: 4.821 eV
* Kohn-Sham gap: 9.16 eV

=====

# 3
The following is a quantum chemistry calculation of the ion C4H10N3O2 with charge +1 in a non-equilibrium geometry, from the Open Molecules 2025 dataset.

Structure (ORCA input):
```
! RIJCOSX wB97M-V def2-TZVPD def2/J DEFGRID3
* xyz 1 1
N -0.796 0.654 -1.280
C -1.878 0.237 -0.454
C -1.338 -0.139 0.945
O -0.254 -1.088 0.851
C 0.857 -0.900 0.205
N 1.393 -1.954 -0.377
C 1.681 0.434 -0.042
N 1.545 1.200 1.065
O 2.126 0.764 -1.100
H -0.796 0.349 -2.191
H -0.669 1.675 -1.331
H -2.186 -0.645 -0.979
H -2.563 1.027 -0.405
H -1.153 0.773 1.549
H -1.955 -0.643 1.659
H 2.366 -1.876 -0.572
H 0.846 -2.901 -0.254
H 0.770 0.939 1.691
H 2.003 2.094 1.023
*
```

Summary:
* LUMO: -4.1883 eV
* energy above the lowest of the compared OMol25 structures with the same formula, charge and spin: 1.186 eV
* Kohn-Sham gap: 9.63 eV
* SMILES: NCCOC(=[NH2+])C(N)=O

=====

# 4
The following is a quantum chemistry calculation of a structure of composition C13H25ClIMnN2P2 in a non-equilibrium geometry, from the Open Molecules 2025 dataset.

Structure (ORCA input):
```
! RIJCOSX wB97M-V def2-TZVPD def2/J DEFGRID3
* xyz 2 5
C -1.095 0.000 -3.923
I -2.115 -0.090 -1.932
H -0.010 0.011 -3.788
H -1.452 0.903 -4.431
H -1.427 -0.892 -4.463
Mn -0.056 -0.042 -0.406
P 0.230 2.449 -0.880
C -1.285 3.458 -0.811
C 1.433 3.352 0.153
H 1.475 4.396 -0.182
H 0.986 3.805 -2.716
H 2.417 2.883 0.044
H 1.845 2.232 -2.663
H -1.766 3.328 0.167
H 1.162 3.332 1.214
C 0.870 2.724 -2.566
H -1.009 4.513 -0.948
H 0.196 2.315 -3.328
H -1.986 3.143 -1.594
P 0.257 -2.564 -0.620
C -1.238 -3.607 -0.594
C 1.020 -2.964 -2.234
H 2.378 -2.902 0.504
H 1.443 -4.436 0.355
H 1.030 -3.235 1.616
C 1.384 -3.362 0.585
H 1.975 -2.433 -2.335
H 1.186 -4.049 -2.275
H -0.930 -4.663 -0.569
H -1.852 -3.413 -1.483
H 0.360 -2.658 -3.056
H -1.832 -3.382 0.300
Cl 2.154 -0.040 -0.882
N -0.242 0.326 7.091
C -0.334 0.255 5.925
C -0.458 0.182 4.490
C -0.587 -1.035 3.821
C -0.603 -1.058 2.435
N -0.460 0.070 1.702
C -0.453 1.265 2.343
C -0.422 1.351 3.729
H -0.656 -1.960 4.390
H -0.721 -2.001 1.891
H -0.464 2.160 1.717
H -0.351 2.330 4.210
*
```

Summary:
* <S²>: 6.235
* LUMO (spin up / spin down): -9.0449 / -7.5133 eV
* energy above the lowest of the compared OMol25 structures with the same formula, charge and spin: 0.000 eV
* Kohn-Sham gap (spin up / spin down): 6.41 / 8.30 eV

=====

# 5
The following is a quantum chemistry calculation of an isolated molecule of C5H13NO2, from the Open Molecules 2025 dataset.

Structure (ORCA input):
```
! RIJCOSX wB97M-V def2-TZVPD def2/J DEFGRID3
* xyz 0 1
C -1.847 -0.914 -0.593
C -1.240 -0.217 0.626
O -2.207 0.692 1.093
N 0.004 0.492 0.415
C 0.000 1.423 -0.701
C 1.247 -0.223 0.613
C 1.835 -0.929 -0.610
O 2.224 0.682 1.064
H -2.741 -1.444 -0.279
H -1.142 -1.621 -1.020
H -2.129 -0.178 -1.339
H -1.038 -0.975 1.405
H -1.809 1.231 1.785
H -0.007 0.928 -1.679
H 0.889 2.046 -0.626
H -0.886 2.050 -0.616
H 1.050 -0.977 1.398
H 2.736 -1.452 -0.306
H 1.125 -1.644 -1.016
H 2.100 -0.200 -1.369
H 1.836 1.230 1.755
*
```

Summary:
* LUMO: 0.7855 eV
* energy above the lowest of the compared OMol25 structures with the same formula, charge and spin: 1.158 eV
* Kohn-Sham gap: 9.64 eV
* SMILES: C[C@H](O)N(C)[C@@H](C)O

=====

# 6
The following is a quantum chemistry calculation of the ion C3H6IN2 with charge +1 in a non-equilibrium geometry, from the Open Molecules 2025 dataset.

Structure (ORCA input):
```
! RIJCOSX wB97M-V def2-TZVPD def2/J DEFGRID3
* xyz 1 1
C -1.582 -0.096 0.124
C 0.745 -0.677 0.128
C 0.808 0.802 -0.422
N -0.700 -1.015 0.082
N -0.160 1.563 0.181
I -3.560 0.052 0.059
H 1.178 -1.249 -0.690
H 1.226 -0.723 1.053
H 1.781 1.081 0.107
H 0.961 0.770 -1.533
H -0.736 -1.949 -0.251
H 0.039 1.441 1.163
*
```

Summary:
* LUMO (spin up / spin down): -5.3811 / -5.3801 eV
* energy above the lowest of the compared OMol25 structures with the same formula, charge and spin: 4.112 eV
* Kohn-Sham gap (spin up / spin down): 8.70 / 8.70 eV

=====

# 7
The following is a quantum chemistry calculation of an isolated molecule of C19H20FN5 in a non-equilibrium geometry, from the Open Molecules 2025 dataset.

Structure (ORCA input):
```
! RIJCOSX wB97M-V def2-TZVPD def2/J DEFGRID3
* xyz 0 1
C -4.552 5.450 -2.438
N -3.759 4.233 -2.077
C -2.389 4.513 -1.560
C -1.552 3.225 -1.546
N -2.193 2.131 -0.774
C -1.407 1.013 -0.434
C -0.287 1.182 0.392
C 0.565 0.138 0.656
C 0.292 -1.153 0.135
N 1.156 -2.252 0.349
C 2.302 -2.208 1.148
C 2.915 -3.442 1.101
C 4.062 -4.007 1.849
C 4.772 -5.126 1.403
C 5.899 -5.621 2.107
N 6.284 -5.102 3.280
C 5.564 -4.099 3.803
C 4.477 -3.485 3.107
F 3.840 -2.488 3.757
C 2.144 -4.162 0.105
N 1.132 -3.436 -0.326
C -0.839 -1.341 -0.686
C -1.675 -0.245 -0.966
C -3.650 1.959 -1.075
C -4.388 3.332 -1.124
H -4.764 5.960 -1.525
H -5.450 5.203 -2.930
H -4.006 6.082 -3.143
H -1.915 5.251 -2.199
H -2.405 4.907 -0.538
H -0.581 3.417 -1.092
H -1.427 2.874 -2.603
H -0.114 2.129 0.838
H 1.415 0.361 1.316
H 2.637 -1.357 1.715
H 4.574 -5.647 0.478
H 6.505 -6.369 1.621
H 5.850 -3.717 4.772
H 2.362 -5.137 -0.294
H -1.069 -2.303 -1.119
H -2.532 -0.424 -1.600
H -3.796 1.448 -2.048
H -4.153 1.407 -0.296
H -4.418 3.773 -0.111
H -5.426 3.135 -1.427
*
```

Summary:
* LUMO: 0.4060 eV
* Kohn-Sham gap: 8.11 eV
* SMILES: CN1CCN(c2ccc(-n3cc(-c4ccncc4F)cn3)cc2)CC1

=====

# 8
The following is a quantum chemistry calculation of a structure of composition C24H46Cl3N2O4SiTi in a non-equilibrium geometry, from the Open Molecules 2025 dataset.

Structure (ORCA input):
```
! RIJCOSX wB97M-V def2-TZVPD def2/J DEFGRID3
* xyz -1 3
C 3.086 -2.458 -2.757
C 2.420 -1.684 -3.845
H 2.583 -3.420 -2.618
H 3.083 -1.924 -1.800
H 4.131 -2.649 -3.043
C 2.184 -2.250 -5.045
C 2.429 -3.682 -5.357
H 1.846 -1.668 -5.902
H 1.914 -4.370 -4.678
H 3.489 -3.961 -5.379
H 2.028 -3.867 -6.359
Ti 1.318 -0.134 0.995
Cl 2.728 -1.558 1.940
Cl 2.902 1.045 -0.104
C 0.666 2.672 1.450
O 0.382 1.444 1.632
N -0.268 3.609 1.383
C -1.684 3.276 1.488
C 0.122 4.992 1.147
H 1.693 3.006 1.314
H -1.879 2.648 2.367
H -2.042 2.757 0.591
H -2.221 4.225 1.589
H 0.979 5.254 1.777
H -0.715 5.649 1.390
H 0.423 5.173 0.107
H -0.908 -4.417 4.179
H -0.964 -3.677 0.662
C -1.792 -3.903 3.778
C -1.827 -3.524 1.310
N -1.433 -3.062 2.635
H -2.239 -3.296 4.575
C -0.590 -2.030 2.780
O -0.174 -1.331 1.803
H -2.509 -2.821 0.825
H -0.251 -1.811 3.817
H -2.519 -4.644 3.433
H -2.345 -4.474 1.445
O 1.326 -0.275 -2.207
C 2.082 -0.246 -3.452
C 0.507 0.272 -5.421
C 1.522 0.663 -4.557
H 0.109 -0.742 -5.339
C 0.009 1.166 -6.379
H 3.054 0.213 -3.181
C 2.124 1.924 -4.721
H -0.817 0.857 -7.011
C 0.582 2.425 -6.523
C 1.645 2.808 -5.696
H 2.962 2.195 -4.062
H 0.207 3.112 -7.286
H 2.127 3.778 -5.824
Si -0.416 -0.423 -1.923
Cl -0.219 -2.556 -1.707
C -1.670 -0.780 -3.329
C -0.485 1.601 -2.095
C -1.645 -0.091 -0.471
H -1.743 -0.016 -4.108
H -2.675 -0.878 -2.888
H -1.486 -1.742 -3.838
H -1.721 -0.887 0.270
H -2.618 -0.014 -0.987
H -1.536 0.855 0.076
H -0.579 1.812 -3.162
H 0.428 2.088 -1.741
H -1.315 2.141 -1.613
C -2.348 1.710 5.834
C -0.952 1.306 5.396
O -0.736 -0.110 5.310
C -0.686 -0.818 6.556
C 0.330 -0.280 7.544
H -3.111 1.313 5.151
H -2.411 2.804 5.825
H -2.581 1.367 6.848
H -0.745 1.687 4.393
H -0.199 1.741 6.068
H -1.684 -0.799 7.027
H -0.419 -1.842 6.264
H -0.027 0.645 8.013
H 0.459 -1.016 8.342
H 1.308 -0.100 7.083
*
```

Summary:
* <S²>: 2.005
* LUMO (spin up / spin down): 2.1893 / 2.1866 eV
* energy above the lowest of the compared OMol25 structures with the same formula, charge and spin: 2.448 eV
* Kohn-Sham gap (spin up / spin down): 4.42 / 6.34 eV

=====

# 9
The following is a quantum chemistry calculation of a structure of composition C54H44AsF6N6O3P2S2Ti in a non-equilibrium geometry, from the Open Molecules 2025 dataset.

Structure (ORCA input):
```
! RIJCOSX wB97M-V def2-TZVPD def2/J DEFGRID3
* xyz 0 2
Ti 0.493 0.007 1.908
O -1.882 -1.450 -1.720
N -2.251 -1.728 -0.444
C -3.504 -1.806 -0.261
C -3.985 -2.181 1.061
C -5.350 -2.432 1.191
C -5.890 -2.885 2.381
C -5.048 -3.107 3.457
C -3.690 -2.843 3.339
C -3.128 -2.353 2.161
P -1.292 -2.063 2.069
C -0.818 -2.146 3.854
C -1.457 -1.335 4.795
C -1.020 -1.283 6.107
C 0.083 -2.027 6.503
C 0.742 -2.819 5.576
C 0.297 -2.878 4.264
C -0.694 -3.657 1.426
C 0.140 -3.700 0.317
C 0.609 -4.922 -0.149
C 0.241 -6.097 0.485
C -0.602 -6.058 1.591
C -1.068 -4.842 2.059
H -0.965 -1.118 -1.567
H -4.213 -1.642 -1.071
H -5.988 -2.286 0.327
H -6.951 -3.084 2.458
H -5.436 -3.490 4.392
H -3.060 -3.028 4.197
H -2.303 -0.723 4.500
H -1.532 -0.647 6.817
H 0.435 -1.975 7.524
H 1.615 -3.388 5.867
H 0.833 -3.489 3.550
H 0.435 -2.778 -0.171
H 1.266 -4.944 -1.009
H 0.610 -7.048 0.122
H -0.895 -6.973 2.088
H -1.722 -4.818 2.922
S 0.732 -0.385 -0.602
C 1.895 -1.090 -1.763
C 1.347 -1.423 -3.007
C 2.149 -1.864 -4.046
C 3.522 -1.983 -3.879
C 4.080 -1.662 -2.652
C 3.283 -1.221 -1.603
As 3.840 -0.988 0.217
C 4.405 0.891 0.280
C 4.363 1.693 -0.779
C 4.742 3.133 -0.758
C 5.278 3.695 0.581
C 5.340 2.747 1.706
C 4.759 1.389 1.662
C 5.631 -1.783 0.267
C 5.738 -3.069 0.792
C 6.969 -3.705 0.870
C 8.114 -3.054 0.433
C 8.022 -1.769 -0.084
C 6.787 -1.141 -0.169
H 0.280 -1.332 -3.161
H 1.694 -2.119 -4.994
H 4.146 -2.332 -4.692
H 5.148 -1.770 -2.496
H 4.074 1.280 -1.743
H 5.420 3.351 -1.586
H 6.248 4.185 0.465
H 5.762 3.083 2.644
H 5.483 0.689 2.102
H 4.847 -3.573 1.151
H 7.036 -4.705 1.279
H 9.076 -3.546 0.499
H 8.913 -1.257 -0.423
H 6.721 -0.138 -0.576
N -6.807 2.290 3.975
C -5.496 2.255 3.588
C -4.651 3.346 3.836
C -3.323 3.303 3.464
C -2.825 2.164 2.849
C -3.651 1.084 2.578
C -4.977 1.122 2.945
S -1.144 2.071 2.421
O -0.572 0.913 3.241
O -0.487 3.301 2.702
N -0.944 1.318 1.017
C -1.437 2.098 -0.059
N -1.930 3.281 0.301
C -2.362 4.070 -0.669
C -2.338 3.681 -1.996
C -1.908 2.388 -2.236
N -1.475 1.584 -1.275
H -7.211 3.139 4.322
H -7.434 1.558 3.699
H -5.047 4.228 4.322
H -2.668 4.144 3.642
H -3.261 0.223 2.057
H -5.617 0.274 2.732
H -2.746 5.038 -0.368
H -2.674 4.332 -2.789
H -1.926 1.967 -3.236
N 1.185 3.242 -0.607
C 2.249 3.664 -0.684
C 3.597 4.214 -0.772
C 4.128 4.777 0.587
C 4.614 6.186 0.557
C 4.663 6.909 -0.560
C 4.181 6.376 -1.838
C 3.665 5.156 -1.945
H 3.428 4.628 1.408
H 4.957 6.604 1.496
H 5.047 7.921 -0.538
H 4.235 7.012 -2.712
H 3.288 4.784 -2.890
F 2.060 1.031 1.445
P 3.368 1.170 2.910
F 3.628 -0.425 2.895
F 1.948 0.763 3.681
F 2.871 2.695 2.905
F 4.195 1.365 4.242
F 1.377 -1.501 2.016
*
```

Summary:
* <S²>: 0.755
* LUMO (spin up / spin down): -0.8610 / -0.8631 eV
* energy above the lowest of the compared OMol25 structures with the same formula, charge and spin: 4.723 eV
* Kohn-Sham gap (spin up / spin down): 6.38 / 6.41 eV

=====

# 10
The following is a quantum chemistry calculation of a cluster of 14 separate species, C5H37NO15 in total in a non-equilibrium geometry, from the Open Molecules 2025 dataset.

Structure (ORCA input):
```
! RIJCOSX wB97M-V def2-TZVPD def2/J DEFGRID3
* xyz -2 1
C 1.733 -1.199 2.702
N 0.994 -0.408 1.709
C 1.560 -0.479 0.345
C 3.024 -0.166 0.241
C 3.529 1.105 0.984
O 3.859 2.082 -0.016
C 1.332 -1.864 -0.291
O -0.019 -2.136 -0.552
H 1.830 -2.267 2.457
H 2.729 -0.785 2.787
H 1.127 -1.198 3.609
H 0.043 -0.718 1.670
H 0.939 0.192 -0.239
H 3.628 -1.062 0.453
H 3.352 -0.012 -0.782
H 2.810 1.529 1.686
H 4.485 0.911 1.477
H 1.721 -2.576 0.452
H 1.870 -2.008 -1.231
H -1.988 -4.219 -0.883
H -0.623 -3.415 -1.124
O -1.140 -4.285 -1.355
H -3.836 2.232 1.498
H -2.818 3.270 1.801
O -3.672 2.943 2.164
H -4.165 1.081 -0.767
H -3.647 2.498 -0.761
O -4.313 1.938 -0.343
H 3.042 2.312 -0.531
H 1.240 1.935 -1.884
O 1.343 2.433 -1.032
H -1.082 3.598 -4.216
H -1.137 3.193 -2.693
O -0.568 3.064 -3.571
H -1.051 -1.005 -1.279
H -0.894 0.520 -1.410
O -1.464 -0.191 -1.694
H 0.133 1.499 -3.466
H 0.285 0.120 -2.731
O 0.814 0.826 -3.161
H -0.902 2.556 1.069
H -1.405 3.613 0.100
O -1.103 3.509 1.037
H -0.237 -5.232 -0.219
H 0.432 -4.436 0.904
O 0.416 -5.336 0.533
H -1.137 -2.377 0.569
H -2.423 -1.666 1.016
O -1.904 -2.449 1.247
H -1.722 1.069 3.981
H -2.706 2.137 3.649
O -2.323 1.695 4.409
H 0.591 3.046 -0.980
H -2.114 4.305 -1.392
O -1.892 3.367 -1.484
H 2.070 -5.428 -0.370
H 1.907 -5.393 -1.901
O 2.584 -5.430 -1.214
*
```

Summary:
* LUMO: 4.9562 eV
* energy above the lowest of the compared OMol25 structures with the same formula, charge and spin: 0.000 eV
* Kohn-Sham gap: 8.12 eV

=====

# 11
The following is a quantum chemistry calculation of the ion C4H9N2 with charge +1 in a non-equilibrium geometry, from the Open Molecules 2025 dataset.

Structure (ORCA input):
```
! RIJCOSX wB97M-V def2-TZVPD def2/J DEFGRID3
* xyz 1 1
N 1.515 0.122 2.159
C 0.523 -0.773 1.865
C -0.435 -0.735 0.620
C -0.147 0.189 -0.441
C -0.611 0.270 -1.771
N -0.473 1.273 -2.686
H 1.931 0.406 2.939
H 1.488 1.036 1.730
H 0.945 -1.538 1.168
H 0.033 -1.210 2.747
H -1.092 -1.653 0.820
H 0.660 0.875 -0.181
H -1.451 -0.392 -2.008
H -0.587 1.426 -3.706
H 0.117 1.974 -2.278
*
```

Summary:
* LUMO (spin up / spin down): -5.3098 / -5.3102 eV
* energy above the lowest of the compared OMol25 structures with the same formula, charge and spin: 3.824 eV
* Kohn-Sham gap (spin up / spin down): 7.87 / 7.87 eV
* SMILES: NC/C=C/C=[NH2+]

=====

# 12
The following is a quantum chemistry calculation of a structure of composition C2H4P2S3 in a non-equilibrium geometry, from the Open Molecules 2025 dataset.

Structure (ORCA input):
```
! RIJCOSX wB97M-V def2-TZVPD def2/J DEFGRID3
* xyz 0 1
C 1.553 0.008 -0.394
C -0.526 0.341 -1.480
P 0.231 -1.133 -0.800
P 0.901 1.334 -1.678
S -0.673 -1.591 1.156
S -0.477 -0.019 2.454
S -2.054 0.749 -2.217
H 1.479 0.315 0.528
H 2.480 -0.369 -0.680
H -1.457 0.871 1.870
H -2.739 -0.482 -1.883
*
```

Summary:
* LUMO: -0.5943 eV
* energy above the lowest of the compared OMol25 structures with the same formula, charge and spin: 1.325 eV
* Kohn-Sham gap: 7.82 eV

=====

no.,total energy (eV)
1,-7255.6970
2,-8290.1754
3,-12868.0354
4,-87374.4007
5,-10980.7214
6,-14278.0015
7,-30194.0460
8,-105368.8307
9,-212304.5740
10,-37991.4590
11,-7264.3179
12,-53220.6402